Record 1
C9H16N2O6 | ωB97M-V/def2-TZVPD

XYZ file:
```
33
Properties=species:S:1:pos:R:3:mulliken_charge:R:1
C 1.0289 1.4675 -0.3235 0.09
C -0.5690 1.2910 -0.5258 0.12
C 1.5741 0.6348 0.7890 -0.26
C 3.0136 0.2973 0.3576 -0.69
C 3.0449 -0.8178 -0.6271 0.59
C -2.1315 -0.7082 -0.8248 -0.25
C -3.4697 0.0981 -0.9940 0.10
C -2.1122 -1.2977 0.5950 0.23
C -1.1907 -2.4890 0.7314 -1.32
H 1.3086 3.0969 1.0668 0.29
H 1.1169 3.6222 -0.5953 0.32
H 1.3319 1.2205 -1.4096 0.35
H 0.9377 -0.2261 1.1158 -0.08
H 1.6770 1.2430 1.7403 0.61
H 3.9565 0.2931 1.1955 0.24
H 3.3072 1.1608 -0.2887 0.37
H 5.1874 -1.0600 -0.9760 0.39
H -0.0063 -0.5189 -1.1983 0.35
H -2.1222 -1.4462 -1.6003 0.50
H -3.1301 -1.5732 0.9812 0.78
H -2.4951 -0.3502 2.4770 0.41
H -0.0856 -2.4038 0.3301 0.15
H -1.7992 -3.4054 0.3193 0.38
H -1.2854 -2.7667 1.7846 0.38
H -2.7753 1.8280 -0.4022 0.44
N 1.5171 2.8031 -0.0256 -0.59
N -0.8544 0.0127 -1.0080 -0.14
O -1.3510 2.1655 -0.2046 -0.76
O 1.9976 -1.0841 -1.1549 -0.57
O 4.1312 -1.4146 -1.0844 -0.60
O -4.3828 -0.6647 -1.2774 -0.60
O -1.6529 -0.3370 1.5402 -0.69
O -3.7171 1.3292 -0.5032 -0.54
```

## Properties
HOMO energy = -9.24 eV
maximum force = 6.2 eV Å⁻¹
net charge = 0
energy relative to the best compared isomer or geometry (same formula, charge and spin) = 108.0 kcal/mol
gap between HOMO and LUMO = 9.2 eV
multiplicity = 1


Record 2
C9H16N2OS | ωB97M-V/def2-TZVPD

XYZ file:
```
29
Properties=species:S:1:pos:R:3:mulliken_charge:R:1
C -2.6435 2.8514 0.5179 -0.49
C -1.3927 2.3690 0.8911 -0.10
C -1.8533 1.9521 -1.2334 -0.04
C 0.9898 -2.8817 0.8273 -1.75
C 1.6330 -1.4763 -1.1282 -1.69
C -0.7717 -1.7501 -0.4424 -1.87
C 0.7988 -0.2151 0.7527 -0.79
C 0.4158 1.3366 -0.4623 -0.65
C 0.6589 -1.5799 0.1054 1.83
N -2.9178 2.5371 -0.7296 -0.63
N -0.8501 1.8545 -0.2293 0.47
O -0.0100 -0.0439 1.8893 -0.51
S 1.7041 2.4551 0.1964 -0.23
H -3.4904 3.2239 1.2156 0.30
H -0.8512 2.3881 1.7900 0.35
H -1.7270 1.5471 -2.2693 0.30
H 0.3412 -3.1205 1.6984 0.33
H 1.0248 -3.6812 0.0133 0.39
H 1.9362 -2.8943 1.2932 0.49
H 1.8379 -0.5556 -1.4932 0.50
H 1.2739 -2.0370 -1.9838 0.39
H 2.6861 -1.8527 -0.6713 0.29
H -1.4412 -1.3434 0.3707 0.33
H -0.9622 -1.1998 -1.2982 0.39
H -1.0316 -2.7757 -0.5979 0.51
H 1.9395 0.0023 0.9399 0.58
H 0.5240 1.0970 -1.4843 0.76
H 0.4374 0.5879 2.3835 0.42
H 1.7415 3.2052 -0.8615 0.14
```

## Properties
HOMO energy = -8.37 eV
maximum force = 5.1 eV Å⁻¹
net charge = 0
energy relative to the best compared isomer or geometry (same formula, charge and spin) = 70.2 kcal/mol
gap between HOMO and LUMO = 8.9 eV
multiplicity = 1


Record 3
C9H16N3 | ωB97M-V/def2-TZVPD

XYZ file:
```
28
Properties=species:S:1:pos:R:3:mulliken_charge:R:1
C -3.1664 -1.9055 1.2967 -0.97
C -1.1969 -0.5778 1.8970 0.67
N -1.7194 -1.6447 1.3434 -0.19
N -2.0520 0.4017 2.3470 -0.47
N 0.1192 -0.3812 1.8651 -0.30
H -1.0680 -2.3263 0.9766 0.25
H -2.4781 0.1507 3.2368 0.26
H -1.5905 1.2995 2.4461 0.25
H 0.7968 -1.1254 1.9152 0.21
H 0.5071 0.5373 2.0125 0.21
H -3.4967 -2.3329 2.2397 0.36
H -3.3112 -2.7187 0.5755 0.35
H -3.6818 -1.0562 0.8815 0.35
C 2.3083 -0.7141 -2.9072 -1.51
C -0.1674 1.2701 -0.8600 -0.52
C 0.6812 2.2277 -0.3050 -0.68
C 0.4077 0.3061 -1.6730 -0.36
C 1.7867 0.2539 -1.8900 0.84
C 2.0413 2.1986 -0.5379 -0.45
C 2.6288 1.1613 -1.2623 -0.48
H -1.2246 1.3038 -0.6046 0.50
H 0.2560 2.9746 0.3630 0.45
H -0.1735 -0.3781 -2.2883 0.43
H 2.7029 2.9513 -0.1063 0.36
H 3.3963 -0.8321 -2.9680 0.38
H 2.0240 -0.3962 -3.9043 0.33
H 3.7036 1.1011 -1.3008 0.40
H 1.9667 -1.7486 -2.7885 0.34
```

## Properties
HOMO energy = -11.95 eV
maximum force = 1.8 eV Å⁻¹
net charge = +1
energy relative to the best compared isomer or geometry (same formula, charge and spin) = 24.9 kcal/mol
gap between HOMO and LUMO = 8.9 eV
multiplicity = 1


Record 4
C9H16N3O | ωB97M-V/def2-TZVPD

XYZ file:
```
29
Properties=species:S:1:pos:R:3:mulliken_charge:R:1
N -2.6931 1.0034 -1.2101 -0.56
C -1.6406 0.7084 -0.8842 -0.51
C -0.2882 0.2925 -0.5161 1.22
C 0.0954 -0.8051 -1.5622 0.27
O 0.3981 -0.1997 -2.7480 -0.51
C 1.0564 -1.8777 -0.9566 -0.87
N -0.1560 -2.5178 -0.3874 -0.04
C -0.9687 -1.9466 -1.4887 -0.81
C 0.6000 1.5460 -0.5293 -0.81
C 0.0433 2.5432 0.4943 -0.54
C -0.1195 1.9116 1.8802 -0.74
C -0.9176 0.6090 1.8054 -0.68
N -0.2826 -0.3064 0.8409 -0.45
H 0.5093 -0.8276 -3.4727 0.44
H 1.5125 -2.4875 -1.7376 0.36
H 1.8185 -1.5857 -0.2379 0.28
H -0.1742 -3.5212 -0.2039 0.29
H -0.4007 -1.8425 0.4655 0.45
H -1.9919 -1.6882 -1.2212 0.34
H -0.9655 -2.5789 -2.3774 0.40
H 0.6076 1.9850 -1.5262 0.36
H 1.6242 1.2595 -0.2766 0.41
H -0.9253 2.9070 0.1467 0.37
H 0.7139 3.3993 0.5614 0.42
H 0.8655 1.7016 2.3073 0.33
H -0.6252 2.6113 2.5437 0.37
H -0.9390 0.1108 2.7767 0.41
H -1.9450 0.7957 1.4884 0.44
H 0.6953 -0.3452 1.1388 0.35
```

## Properties
HOMO energy = -13.87 eV
maximum force = 0.9 eV Å⁻¹
net charge = +1
energy relative to the best compared isomer or geometry (same formula, charge and spin) = 54.8 kcal/mol
gap between HOMO and LUMO = 10.9 eV
multiplicity = 1